No. 1
118
Properties=species:S:1:pos:R:3 method="wB97M-V/def2-TZVPD" e_above_lowest_kj_mol=5.72 total_charge=+1 lumo_ev=-2.716 total_energy_ev=-85812.352
Cd 0.141 0.406 -0.304
N -2.068 0.000 0.811
C -2.107 0.468 2.202
C -1.395 1.812 2.360
N -0.029 1.808 1.837
C 1.010 1.402 2.785
C 1.087 -0.116 2.977
N 1.066 -0.811 1.689
H -2.386 -0.961 0.760
H -2.708 0.539 0.237
H -3.131 0.592 2.565
H -1.627 -0.286 2.823
H -1.963 2.573 1.818
H -1.415 2.084 3.422
H 0.197 2.738 1.507
H 1.966 1.755 2.394
H 0.859 1.863 3.768
H 1.992 -0.330 3.551
H 0.243 -0.453 3.577
H 1.994 -0.881 1.277
H 0.742 -1.764 1.790
C 1.257 1.254 -1.966
C 1.253 2.727 -2.087
C 0.452 3.385 -3.026
C 0.514 4.755 -3.192
C 1.386 5.516 -2.413
C 2.174 4.882 -1.451
C 2.100 3.513 -1.293
C 1.482 6.927 -2.620
N 1.561 8.060 -2.799
H 2.265 0.886 -1.783
H 0.855 0.786 -2.865
H -0.218 2.805 -3.651
H -0.098 5.249 -3.936
H 2.842 5.474 -0.840
H 2.727 3.022 -0.556
C -7.823 -2.088 -3.844
C -7.514 -0.696 -4.381
S -5.759 -0.394 -4.150
O -5.490 -0.224 -2.741
O -5.023 -1.420 -4.855
C -5.434 1.172 -4.995
C -3.935 1.504 -5.058
N -3.278 1.631 -3.756
C -2.332 0.807 -3.243
N -2.009 1.153 -2.005
C -2.745 2.247 -1.704
C -3.523 2.578 -2.776
N -4.400 3.691 -2.875
O -4.986 3.885 -3.932
O -4.480 4.405 -1.894
C -1.700 -0.326 -3.966
H -8.881 -2.311 -3.960
H -7.566 -2.151 -2.787
H -7.247 -2.836 -4.386
H -8.037 0.088 -3.834
H -7.710 -0.611 -5.449
H -5.988 1.953 -4.481
H -5.816 1.055 -6.009
H -3.826 2.449 -5.583
H -3.415 0.727 -5.615
H -2.668 2.777 -0.768
H -1.158 0.019 -4.849
H -2.450 -1.047 -4.283
H -1.002 -0.811 -3.287
O 2.270 -1.494 -0.644
P 2.757 -2.282 -1.822
C 1.331 -2.639 -2.936
C 0.052 -2.922 -2.124
C -0.985 -3.603 -3.013
C -0.508 -5.013 -3.396
C 1.020 -5.076 -3.578
C 1.587 -3.722 -4.002
C 3.619 -3.825 -1.316
C 2.789 -4.634 -0.315
C 3.439 -6.009 -0.088
C 4.973 -5.938 -0.175
C 5.455 -4.569 0.296
C 4.971 -3.466 -0.663
C 3.888 -1.265 -2.865
C 4.819 -0.388 -2.017
C 5.342 0.773 -2.877
C 5.599 0.318 -4.328
C 5.913 -1.176 -4.383
C 4.689 -2.005 -3.953
H 1.196 -1.676 -3.442
H -0.338 -1.989 -1.708
H 0.267 -3.575 -1.275
H -1.145 -3.002 -3.913
H -1.946 -3.661 -2.498
H -1.005 -5.322 -4.317
H -0.804 -5.724 -2.622
H 1.274 -5.822 -4.331
H 1.500 -5.393 -2.648
H 1.116 -3.426 -4.942
H 2.657 -3.816 -4.202
H 3.774 -4.428 -2.218
H 1.762 -4.771 -0.654
H 2.739 -4.068 0.619
H 3.062 -6.720 -0.827
H 3.142 -6.381 0.895
H 5.306 -6.102 -1.203
H 5.415 -6.727 0.432
H 6.543 -4.544 0.358
H 5.070 -4.389 1.302
H 5.723 -3.306 -1.438
H 4.863 -2.532 -0.106
H 3.185 -0.583 -3.359
H 5.662 -0.978 -1.658
H 4.293 -0.014 -1.138
H 6.266 1.150 -2.435
H 4.625 1.598 -2.873
H 6.421 0.890 -4.760
H 4.718 0.514 -4.946
H 6.764 -1.389 -3.731
H 6.208 -1.462 -5.394
H 5.023 -2.985 -3.602
H 4.050 -2.176 -4.821


No. 2
100
Properties=species:S:1:pos:R:3 method="wB97M-V/def2-TZVPD" s_squared=0.994 e_above_lowest_kj_mol=163.87 total_charge=+1 lumo_ev="-3.279 / -3.073" total_energy_ev=-79415.327 spin_multiplicity=2
Tc -0.531 -0.272 1.410
N -0.770 1.647 2.739
C -0.977 1.397 4.168
C 0.060 0.383 4.577
N -0.009 -0.835 3.748
C -0.952 -1.851 4.249
C -2.308 -1.697 3.608
N -2.097 -1.689 2.154
H -1.472 2.282 2.378
H 0.132 2.083 2.577
H -0.875 2.288 4.783
H -1.986 1.021 4.311
H 1.049 0.816 4.430
H -0.045 0.148 5.635
H 0.915 -1.242 3.689
H -0.544 -2.835 4.000
H -1.056 -1.805 5.334
H -2.959 -2.508 3.927
H -2.789 -0.764 3.886
H -1.813 -2.609 1.839
H -2.963 -1.470 1.677
C 2.961 -4.680 -6.013
C 2.690 -6.169 -5.935
O 3.138 -6.949 -6.730
S 1.671 -6.887 -4.625
C 1.248 -5.553 -3.541
C 0.103 -4.793 -3.763
C -0.270 -3.810 -2.860
C 0.487 -3.581 -1.710
C 1.638 -4.340 -1.494
C 2.015 -5.322 -2.401
C 0.104 -2.561 -0.759
C -0.222 -1.704 0.037
H 2.859 -4.376 -7.055
H 4.000 -4.516 -5.718
H 2.313 -4.083 -5.382
H -0.497 -4.976 -4.648
H -1.159 -3.217 -3.033
H 2.239 -4.155 -0.611
H 2.904 -5.917 -2.227
N 1.056 0.580 1.000
P 2.614 0.347 0.826
C 3.330 -0.848 1.986
C 2.682 -2.075 2.179
C 3.225 -3.021 3.040
C 4.421 -2.756 3.706
C 5.078 -1.553 3.498
C 4.536 -0.600 2.639
C 3.507 1.875 1.120
C 3.437 2.458 2.390
C 4.069 3.665 2.641
C 4.770 4.303 1.619
C 4.837 3.735 0.356
C 4.207 2.518 0.103
C 3.048 -0.231 -0.815
C 4.282 -0.831 -1.075
C 4.571 -1.278 -2.358
C 3.632 -1.129 -3.376
C 2.405 -0.535 -3.118
C 2.109 -0.086 -1.836
H 1.775 -2.297 1.629
H 2.726 -3.975 3.181
H 4.845 -3.496 4.377
H 6.018 -1.353 3.999
H 5.059 0.335 2.479
H 2.897 1.954 3.187
H 4.021 4.111 3.628
H 5.267 5.247 1.814
H 5.378 4.237 -0.437
H 4.266 2.073 -0.884
H 5.013 -0.954 -0.283
H 5.526 -1.746 -2.564
H 3.862 -1.479 -4.378
H 1.675 -0.426 -3.912
H 1.146 0.357 -1.615
C -6.591 3.612 -3.275
C -6.201 4.387 -2.006
C -7.466 4.970 -1.378
C -5.274 5.553 -2.388
C -5.478 3.423 -1.055
C -6.082 2.923 0.099
C -5.447 2.005 0.948
C -4.188 1.607 0.589
O -3.314 0.722 1.237
B -2.136 0.712 0.426
O -2.310 1.541 -0.663
C -3.581 2.093 -0.541
C -4.184 2.989 -1.381
H -7.169 4.254 -3.948
H -7.201 2.740 -3.026
H -5.706 3.265 -3.814
H -7.894 5.712 -2.057
H -7.254 5.468 -0.426
H -8.231 4.205 -1.209
H -5.824 6.282 -2.991
H -4.416 5.224 -2.981
H -4.897 6.065 -1.497
H -7.080 3.251 0.365
H -5.934 1.630 1.841
H -3.664 3.341 -2.268


No. 3
70
Properties=species:S:1:pos:R:3 method="wB97M-V/def2-TZVPD" s_squared=8.796 e_above_lowest_kj_mol=3.20 total_charge=+4 lumo_ev="-11.574 / -15.786" total_energy_ev=-57692.199 spin_multiplicity=6
Ir -0.451 0.292 0.580
P 0.960 0.229 2.407
P -2.268 1.395 1.245
P 0.462 2.153 -0.269
H 1.045 -3.831 -4.826
C 1.962 -3.232 -4.746
C 3.012 -3.593 -3.986
H 2.981 -4.395 -3.243
C 1.099 -1.476 3.079
C 0.429 1.305 3.799
C 2.685 0.637 1.964
C -3.440 1.621 -0.155
C -3.403 0.728 2.526
C -2.090 3.097 1.903
C 1.995 1.905 -1.227
C 1.048 3.517 0.853
C -0.607 3.026 -1.483
H 2.065 -2.400 -5.455
H 4.010 -3.166 -4.177
H 1.092 -2.187 2.237
H 0.269 -1.715 3.761
H 2.054 -1.560 3.621
H -0.612 1.079 4.091
H 0.499 2.374 3.544
H 1.095 1.093 4.652
H 2.995 0.027 1.105
H 3.315 0.380 2.827
H 2.824 1.698 1.721
H -4.230 2.284 0.221
H -3.872 0.649 -0.423
H -2.971 2.066 -1.039
H -4.148 1.513 2.733
H -2.870 0.484 3.456
H -3.931 -0.159 2.154
H -2.779 3.745 1.347
H -1.082 3.505 1.821
H -2.366 3.095 2.966
H 2.487 2.872 -1.413
H 1.779 1.420 -2.188
H 2.687 1.262 -0.669
H 2.016 3.879 0.478
H 1.193 3.208 1.897
H 0.358 4.372 0.836
H 0.035 3.684 -2.083
H -1.396 3.624 -1.008
H -1.074 2.293 -2.154
C 1.191 -1.434 -1.686
C 0.481 -1.209 -2.902
C 1.085 -0.535 -3.942
C 2.482 -0.335 -3.919
C 3.255 -0.888 -2.888
C 2.638 -1.357 -1.740
O 0.617 -1.584 -0.537
H -0.483 0.398 -1.073
H -0.574 -1.483 -2.969
H 0.460 -0.234 -4.794
H 3.004 0.120 -4.774
H 4.341 -1.002 -2.971
H 3.206 -1.650 -0.856
C -2.840 -3.991 1.170
C -2.845 -3.333 -0.057
C -2.271 -2.065 -0.155
N -1.704 -1.456 0.902
C -1.877 -2.007 2.124
C -2.360 -3.309 2.284
H -3.235 -4.996 1.276
H -3.278 -3.746 -0.963
H -2.226 -1.550 -1.114
H -1.572 -1.429 3.008
H -2.356 -3.720 3.296


No. 4
15
Properties=species:S:1:pos:R:3 method="wB97M-V/def2-TZVPD" e_above_lowest_kj_mol=369.06 total_charge=+1 lumo_ev=-5.824 total_energy_ev=-7831.863
C 2.056 -0.285 0.080
C 0.696 0.083 0.281
N -0.310 -0.792 0.532
C -1.188 -1.271 -0.432
C -1.553 -0.080 0.341
C -1.207 1.245 -0.141
C 0.148 1.336 -0.059
H 2.634 -0.368 0.983
H 2.551 0.658 -0.345
H 2.126 -1.316 -0.233
H -1.845 -2.101 -0.036
H -0.813 -1.088 -1.457
H -2.226 -0.249 1.193
H -1.852 2.001 -0.292
H 0.782 2.226 -0.416


No. 5
19
Properties=species:S:1:pos:R:3 method="wB97M-V/def2-TZVPD" e_above_lowest_kj_mol=238.00 total_charge=-1 lumo_ev=3.270 total_energy_ev=-33549.509
C 1.105 -0.330 1.109
N 0.301 0.625 0.430
C -0.904 1.201 1.033
C 0.305 0.355 -0.958
O 0.486 -1.120 -1.379
P -0.840 -0.445 -2.067
O -2.157 -1.025 -1.755
O -0.598 -0.012 -3.503
P -1.013 -1.413 -4.821
O -0.505 -0.825 -6.054
O -2.624 -1.042 -4.778
H 1.358 -1.235 0.477
H 1.971 0.162 1.335
H 0.740 -0.663 2.069
H -1.844 0.623 1.063
H -0.653 1.276 2.052
H -1.099 2.081 0.474
H 1.064 0.923 -1.556
H -2.952 -1.286 -3.869


No. 6
14
Properties=species:S:1:pos:R:3 method="wB97M-V/def2-TZVPD" e_above_lowest_kj_mol=203.04 lumo_ev=0.849 total_energy_ev=-8834.098
C 1.633 -0.885 0.393
O 0.939 -0.543 -0.790
C -0.439 -0.431 -0.799
C -1.309 -0.248 0.399
C -1.043 0.937 -0.512
C -0.098 1.928 -0.056
N 0.699 2.687 0.303
H 2.650 -0.511 0.261
H 1.226 -0.411 1.294
H 1.665 -1.973 0.530
H -0.881 -0.975 -1.633
H -0.892 -0.217 1.399
H -2.307 -0.673 0.349
H -1.844 1.315 -1.140


No. 7
145
Properties=species:S:1:pos:R:3 method="wB97M-V/def2-TZVPD" s_squared=0.762 e_above_lowest_kj_mol=1390.39 total_charge=+1 lumo_ev="-6.791 / -8.399" total_energy_ev=-263364.599 spin_multiplicity=2
Cu -4.061 0.831 -3.776
N -1.030 0.450 -1.633
S -0.263 -0.694 -0.934
O -0.347 -1.065 0.436
O 0.982 -1.012 -1.600
F -1.224 -1.791 -1.755
S -0.244 1.466 -0.519
O 1.185 1.582 -0.503
O -0.969 1.666 0.717
F -0.603 2.820 -1.270
O -2.022 4.875 9.628
S -2.328 3.515 9.091
O -1.312 2.472 9.072
O -3.657 3.013 9.970
C -4.292 3.820 11.000
C -5.276 4.817 10.395
C -3.159 3.603 7.378
H -3.463 4.226 11.580
H -4.857 3.137 11.636
H -4.909 5.384 9.539
H -5.696 5.580 11.050
H -6.210 4.304 10.165
H -2.305 3.787 6.727
H -3.979 4.321 7.395
H -3.537 2.657 6.992
O 0.857 -9.192 0.458
S 1.436 -8.382 1.489
O 1.865 -9.001 2.702
O 2.803 -7.483 0.981
C 3.741 -6.929 1.794
C 5.095 -7.590 1.597
C 0.282 -6.994 1.832
H 3.582 -6.987 2.870
H 3.819 -5.881 1.505
H 5.836 -7.222 2.307
H 5.468 -7.404 0.590
H 4.919 -8.665 1.641
H 0.643 -6.381 2.657
H -0.661 -7.511 2.011
H 0.068 -6.383 0.956
O -6.068 5.030 1.715
S -6.653 4.570 0.470
O -5.924 3.745 -0.472
O -8.048 3.812 0.848
C -8.891 4.359 1.839
C -10.177 3.587 1.987
C -7.313 6.020 -0.410
H -9.218 5.399 1.824
H -8.313 4.391 2.762
H -10.584 3.638 0.978
H -10.748 4.190 2.692
H -10.184 2.571 2.382
H -7.950 5.728 -1.245
H -6.482 6.706 -0.575
H -7.936 6.464 0.366
O 3.800 -1.913 4.338
S 4.300 -0.626 4.807
O 3.485 0.594 4.676
O 5.011 -0.750 6.356
C 5.640 -1.961 6.713
C 5.844 -1.935 8.221
C 5.855 -0.142 3.861
H 6.569 -2.013 6.145
H 5.137 -2.882 6.419
H 4.928 -1.695 8.761
H 6.443 -1.042 8.398
H 6.280 -2.875 8.561
H 5.553 0.706 3.247
H 6.189 -0.787 3.048
H 6.680 0.078 4.538
O -4.971 -3.566 1.209
S -6.077 -2.863 0.498
O -5.883 -1.928 -0.635
O -7.301 -3.874 0.017
C -7.047 -4.896 -0.962
C -6.650 -6.149 -0.244
C -6.936 -1.830 1.780
H -6.305 -4.533 -1.674
H -7.995 -5.021 -1.484
H -6.224 -6.161 0.760
H -5.917 -6.593 -0.918
H -7.508 -6.814 -0.147
H -7.145 -2.485 2.625
H -7.925 -1.540 1.425
H -6.358 -0.938 2.024
O -2.687 -2.864 -6.139
S -1.812 -3.823 -6.774
O -0.395 -3.608 -7.130
O -2.041 -5.246 -5.884
C -1.469 -6.459 -6.365
C -1.133 -7.132 -5.075
C -2.585 -4.454 -8.253
H -0.577 -6.315 -6.976
H -2.357 -6.842 -6.869
H -0.990 -8.201 -5.234
H -2.046 -7.194 -4.482
H -0.334 -6.575 -4.588
H -3.394 -5.164 -8.081
H -1.797 -4.853 -8.891
H -2.859 -3.546 -8.790
O -1.120 3.253 -6.059
S 0.065 3.696 -6.705
O 0.101 3.753 -8.199
O 0.613 5.139 -6.175
C -0.261 6.232 -6.589
C -1.038 6.685 -5.366
C 1.538 2.766 -6.109
H -1.021 6.076 -7.354
H 0.309 7.063 -7.005
H -1.805 5.977 -5.051
H -1.565 7.627 -5.518
H -0.469 6.598 -4.440
H 1.785 1.928 -6.761
H 1.332 2.481 -5.077
H 2.291 3.530 -6.302
O 7.427 -4.496 -3.802
S 6.339 -3.532 -3.879
O 6.039 -2.544 -2.878
O 6.551 -2.718 -5.287
C 7.656 -1.893 -5.453
C 7.316 -0.937 -6.597
C 4.787 -4.504 -4.391
H 8.499 -2.574 -5.571
H 7.801 -1.309 -4.545
H 7.140 -1.533 -7.493
H 8.271 -0.566 -6.968
H 6.675 -0.057 -6.540
H 4.490 -5.039 -3.489
H 5.199 -5.179 -5.141
H 4.016 -3.802 -4.706
O 7.579 6.062 1.843
S 7.646 7.412 1.203
O 8.982 8.034 1.001
O 6.894 7.119 -0.214
C 5.545 6.577 -0.367
C 5.541 5.528 -1.466
C 6.426 8.612 2.057
H 4.812 7.380 -0.448
H 5.365 5.835 0.411
H 6.019 5.968 -2.341
H 4.597 5.115 -1.820
H 6.179 4.672 -1.245
H 7.006 9.082 2.852
H 5.720 7.906 2.494
H 6.047 9.318 1.318